Entry 1:
C16H47NO13 | ωB97M-V with the def2-TZVPD basis set

The geometry in XYZ format:
```
77
Properties=species:S:1:pos:R:3:forces:R:3
C 3.38415 6.91085 -1.73172 0.352 1.700 0.746
C 2.53328 7.19539 -0.46315 1.422 -0.647 0.402
O 2.98608 8.37082 0.20622 -0.090 0.589 -0.517
O 3.20066 5.63772 -2.24947 -0.706 -0.952 -0.299
H 4.41539 6.97634 -1.38481 0.198 0.321 0.273
H 3.29923 7.67845 -2.50092 -0.449 0.211 -0.085
H 2.92621 6.43324 0.20979 -0.917 -0.714 0.045
H 1.44524 7.20429 -0.52786 0.129 -0.354 -0.435
H 2.23415 8.94998 0.35035 0.107 0.078 -0.077
H 3.76454 5.59087 -3.02499 -0.061 -0.263 -0.053
C -1.15721 5.40917 -5.48037 -0.363 2.668 -1.741
C -1.49785 5.34319 -7.01106 0.084 -0.998 -0.779
O -1.65214 6.61327 -7.67878 0.078 0.600 1.628
O -2.13111 6.22213 -4.80515 0.103 -0.978 0.340
H -0.21903 5.96408 -5.48325 0.404 -0.106 0.339
H -0.99188 4.47455 -4.94439 -0.513 -0.067 -0.426
H -2.39238 4.75691 -7.22129 -0.176 -0.128 0.375
H -0.67820 4.86612 -7.54835 0.245 -0.511 0.356
H -1.72219 6.52327 -8.63197 0.034 -0.451 0.156
H -2.09424 7.11610 -5.15311 0.110 -0.026 -0.241
C 3.11694 -5.28627 2.64132 1.116 2.138 1.403
C 3.08806 -6.50095 3.56309 -0.405 -0.859 -0.892
O 2.09972 -6.62606 4.59138 0.038 1.112 -0.111
O 3.87988 -4.17963 3.33558 -0.690 -1.352 -0.670
H 2.20916 -4.83504 2.24078 -0.495 -0.547 0.526
H 3.69977 -5.50923 1.74762 0.203 -0.425 0.191
H 4.08256 -6.63790 3.98770 0.149 0.281 -0.041
H 2.89029 -7.35287 2.91255 0.311 -0.156 -0.404
H 2.22347 -7.51285 4.93761 -0.130 0.019 0.150
H 3.36279 -3.37081 3.34111 -0.186 -0.118 -0.077
C 0.60135 1.62650 0.57745 3.287 -0.372 2.290
C -0.06222 0.51310 1.38460 1.035 2.057 0.118
O -1.38578 0.50299 1.02732 -1.897 -0.765 0.253
O 0.65381 1.39118 -0.75072 -1.471 -0.881 -3.267
H 1.65680 1.58490 0.84651 0.427 0.159 1.024
H 0.31450 2.63554 0.87355 -0.903 -0.049 -0.073
H 0.06911 0.89488 2.39707 -0.610 0.004 0.359
H 0.43676 -0.45349 1.45401 0.086 -0.219 -0.901
H -1.45597 0.39675 0.07580 0.088 -0.037 -0.127
H 1.27531 1.94148 -1.23291 -0.052 0.138 0.338
C -5.52928 3.98676 5.47190 0.593 0.351 1.681
C -4.66513 2.84385 5.04787 -0.081 -0.716 -1.280
O -5.32985 2.23951 3.93128 0.047 0.040 -0.474
O -5.13710 5.26567 4.99276 0.018 -0.281 -0.290
H -5.33035 4.03678 6.54242 -0.537 0.344 0.266
H -6.58544 3.78599 5.29216 0.022 -0.107 -0.057
H -4.51641 2.05872 5.78919 -0.302 0.196 0.433
H -3.66696 3.21576 4.81664 0.085 0.105 -0.268
H -4.73853 1.95258 3.23156 0.266 -0.023 0.183
H -5.02419 5.20106 4.04162 -0.093 0.076 -0.210
C 0.56273 -2.38539 6.78090 -0.357 -0.004 -1.439
C -0.85025 -2.76996 6.16377 0.796 2.407 0.977
O -0.70708 -3.55450 5.02268 0.364 -0.769 0.115
O 1.25120 -3.48390 7.33854 -0.146 0.056 0.622
H 0.68219 -1.51578 7.42713 -1.078 -0.483 0.984
H 1.13874 -1.92972 5.97548 0.157 -0.555 -0.889
H -1.31055 -1.85404 5.79321 0.066 0.282 0.132
H -1.55769 -3.14070 6.90551 0.214 -0.577 0.148
H -0.16618 -4.29092 5.31712 -0.028 -0.568 -0.474
H 1.41110 -4.18297 6.70032 0.100 0.122 -0.259
C 1.01261 -6.90441 -4.85083 -1.347 0.507 -0.521
C 0.57936 -5.55301 -5.47971 0.965 1.072 0.854
C -0.03741 -4.51156 -4.45243 0.801 -1.536 -2.039
O -1.23158 -4.97927 -3.98844 -0.550 -1.054 -0.249
C -1.81846 -4.18194 -3.03229 -0.888 -0.226 1.102
N 1.78016 -4.91355 -6.08165 -0.044 0.566 -0.367
H 0.21581 -7.64818 -4.85324 -0.294 0.113 -0.327
H 1.19308 -6.80736 -3.78027 0.914 0.135 -0.145
H 1.79061 -7.27467 -5.51847 0.377 -0.107 0.715
H -0.02504 -5.69423 -6.37572 -0.621 -0.220 0.462
H -0.26035 -3.59284 -4.99499 0.619 0.500 0.023
H 0.69686 -4.40806 -3.65353 0.235 0.409 0.172
H -1.58856 -3.11688 -3.06215 -0.043 0.185 -0.640
H -1.50190 -4.49366 -2.03694 -0.040 -0.148 0.317
H -2.88289 -4.38427 -3.15129 -0.119 0.477 0.394
H 2.29722 -4.30028 -5.46793 0.349 -0.524 1.055
H 1.44051 -4.17359 -6.67932 -0.312 -0.145 -0.801
```
Forces are in eV/Å.

## Properties
Structure (SMILES)   COC[C@H](C)N.OCCO.OCCO.OCCO.OCCO.OCCO.OCCO
Kohn-Sham gap   9.7 eV
Charge   0

---

Entry 2:
C14H7BCl17NO3 | ωB97M-V with the def2-TZVPD basis set

The geometry in XYZ format:
```
43
Properties=species:S:1:pos:R:3:forces:R:3
N 2.73955 -2.87815 0.19774 -0.719 0.184 -0.069
B 2.08020 -1.57110 0.35837 0.084 -0.325 0.166
O 2.79461 -0.43009 0.19416 -0.060 -0.159 -0.057
C 0.53996 -1.51242 0.71084 0.203 0.233 -0.084
C 0.05400 -1.03346 1.92002 0.164 -0.009 0.136
C -1.30267 -1.03794 2.21161 -0.140 -0.031 -0.269
Cl -1.83370 -0.45708 3.74486 0.086 0.030 0.085
C -2.20075 -1.52073 1.26740 -0.096 -0.192 0.052
C -1.71196 -1.97630 0.03431 -0.103 -0.392 -0.017
C -0.35853 -1.97914 -0.25390 0.117 0.079 0.371
C -2.70765 -2.52371 -0.94260 -0.174 0.134 -0.057
O -2.61269 -2.37831 -2.14089 0.140 -0.312 0.148
C -3.86032 -3.23973 -0.32272 0.255 0.011 0.133
C -4.32682 -2.79597 0.83931 0.104 -0.322 0.028
C -3.68543 -1.61107 1.48428 -0.094 0.308 0.077
O -4.32647 -0.78275 2.08849 0.159 -0.363 -0.029
H 2.19709 -3.57131 0.70595 0.134 -0.106 -0.008
H 2.64739 -3.17358 -0.77270 0.475 0.007 -0.041
H 3.71573 -0.67671 0.03946 0.058 0.183 -0.025
H 0.74571 -0.66236 2.66920 -0.324 -0.336 -0.278
H 0.02276 -2.32160 -1.21138 -0.301 -0.032 0.262
H -4.25897 -4.10356 -0.83844 -0.155 0.155 -0.140
H -5.14894 -3.28417 1.34789 -0.149 0.272 -0.012
C -1.59719 2.49144 -1.14998 0.060 -0.006 0.032
Cl -2.28157 2.46499 -2.77912 0.003 -0.005 -0.005
Cl -1.63423 0.86259 -0.46885 -0.121 0.510 -0.257
Cl 0.07548 3.05326 -1.22492 -0.058 -0.101 0.033
Cl -2.53974 3.58588 -0.13206 0.005 -0.004 -0.006
C 1.46530 6.76120 -2.10248 0.059 0.037 -0.012
Cl 1.71649 7.64983 -0.59711 -0.003 -0.002 0.008
Cl 2.01850 7.74108 -3.46526 0.014 0.010 0.001
Cl 2.40611 5.26029 -2.05358 -0.013 0.081 -0.032
Cl -0.24958 6.40885 -2.29824 0.003 -0.025 -0.006
C 3.00206 1.58545 4.91887 -0.016 -0.001 -0.018
Cl 3.39345 3.20136 4.32958 0.001 0.001 -0.003
Cl 1.84334 0.82432 3.81570 0.287 0.383 0.287
Cl 4.47050 0.60714 4.98675 0.007 -0.005 0.001
Cl 2.28988 1.69689 6.52922 0.000 -0.001 0.002
C 1.27761 -1.73596 -4.32940 -0.125 -0.002 -0.064
Cl 1.38589 0.02443 -4.29326 0.016 0.019 0.022
Cl 1.37798 -2.30589 -5.99723 0.015 0.001 -0.004
Cl 2.63189 -2.41996 -3.40621 0.028 -0.021 0.021
Cl -0.25427 -2.23593 -3.61371 0.173 0.115 -0.372
```
Forces are in eV/Å.

## Properties
Structure (SMILES)   NB(O)c1cc(Cl)c2c(c1)C(=O)C=CC2=O.ClC(Cl)(Cl)Cl.ClC(Cl)(Cl)Cl.ClC(Cl)(Cl)Cl.ClC(Cl)(Cl)Cl
Kohn-Sham gap   8.5 eV
Charge   0

---

Entry 3:
C3H4NO2 | ωB97M-V with the def2-TZVPD basis set

The geometry in XYZ format:
```
10
Properties=species:S:1:pos:R:3:forces:R:3
C -1.88060 -0.09902 0.04522 -0.786 0.864 -0.014
C -0.58922 -0.43954 -0.04487 0.510 -1.508 0.607
C 0.47065 0.48786 -0.00263 2.839 1.950 -0.935
N 1.84657 0.05048 -0.06324 -3.031 -0.956 0.691
O 2.74221 0.88608 -0.02908 0.867 0.893 -0.217
O 2.12366 -1.19535 -0.04184 -0.359 0.979 -0.216
H -2.67914 -0.82729 0.20257 0.213 0.358 -0.247
H -2.07472 0.99251 0.05842 -0.433 -0.783 0.083
H -0.34029 -1.54462 -0.01603 0.042 1.498 -0.115
H 0.38087 1.68890 -0.10853 0.138 -3.296 0.363
```
Forces are in eV/Å.

## Properties
Structure (SMILES)   C=CC=[N+]([O-])[O-]
Kohn-Sham gap   7.0 eV
Charge   -1

---

Entry 4:
C5H12N4OS | ωB97M-V with the def2-TZVPD basis set

The geometry in XYZ format:
```
23
Properties=species:S:1:pos:R:3:forces:R:3
C 1.80990 0.74294 0.00934 0.747 -0.636 -0.313
C -2.29622 -0.06046 -0.01440 -1.779 -0.256 0.670
C -1.27661 1.04795 0.23917 -1.426 0.508 2.379
C -1.84239 -1.39663 -0.62401 0.807 1.754 -0.436
C -0.23718 0.63124 1.29827 0.222 2.163 -1.494
N -0.84637 -2.02380 0.22766 2.742 0.094 -1.049
N 1.53492 1.90976 -0.34980 -1.364 2.197 0.775
N 0.87511 -0.04733 0.68613 1.271 -1.184 -1.074
N 2.99663 0.19931 -0.36113 3.692 -2.588 -0.621
O 1.68846 -2.35474 0.34321 2.119 -2.064 0.752
S 0.61170 -1.57073 -0.06572 -3.366 2.008 -1.825
H -2.80763 -0.32391 0.99334 0.861 0.392 -1.458
H -3.14008 0.25503 -0.66727 0.489 0.308 0.376
H -0.89216 1.53786 -0.60310 1.042 0.043 -1.403
H -1.77283 1.91209 0.73357 -0.382 -0.562 -0.237
H -2.72371 -1.99251 -0.61100 -0.497 -0.864 -0.301
H -1.49983 -1.23746 -1.71625 -0.350 -0.335 1.401
H 0.17843 1.54053 1.85318 -0.566 -1.437 -0.749
H -0.71760 -0.05608 1.92685 -0.443 -0.784 1.317
H 2.34269 2.48383 -0.52669 0.242 -0.059 -0.491
H 3.61036 0.76004 -0.97127 -1.092 -0.247 0.600
H 3.52035 -0.71786 -0.15614 -2.153 1.876 0.302
H 0.88407 -1.23908 -1.64395 -0.817 -0.326 2.879
```
Forces are in eV/Å.

## Properties
Structure (SMILES)   [H]/N=C(\N)N1CCCCN=[S@@H]1=O
Kohn-Sham gap   9.3 eV
Charge   0

---

Entry 5:
C2H8NO | ωB97M-V with the def2-TZVPD basis set

The geometry in XYZ format:
```
12
Properties=species:S:1:pos:R:3:forces:R:3
N 2.11783 0.25489 1.04780 -1.537 -0.997 3.017
H 1.86871 0.74200 0.26509 -0.866 1.895 -2.837
H 3.04759 0.00540 0.94100 2.730 -0.284 0.222
H 1.94271 0.91120 1.87717 0.182 -1.852 -1.072
H 1.56441 -0.65055 0.88574 0.051 1.493 1.068
O 0.19430 -0.59761 -0.22050 0.383 -0.499 -0.261
C -0.69513 -0.36633 -1.01057 -1.025 0.748 2.577
C -2.05947 -0.00905 -0.54160 -1.371 -0.936 1.547
H -0.50543 -0.34603 -2.04370 0.274 -0.245 -1.764
H -2.23714 0.51954 0.45166 1.079 -0.414 -1.288
H -2.64718 -0.95183 -0.33991 0.675 0.506 -0.509
H -2.59121 0.48838 -1.31219 -0.575 0.583 -0.700
```
Forces are in eV/Å.

## Properties
Kohn-Sham gap   11.0 eV
Charge   +1

---

How do the records compare in ΔE to the lowest compared entry with this formula, charge and spin? In the order shown, they have 371.77; 0.00; 418.69; 85.30; 102.50 kJ/mol.